{
  "formula": "H39O20",
  "method": "ωB97M-V with the def2-TZVPD basis set",
  "total_energy_ev": -41582.6164,
  "e_homo_ha": -0.2792,
  "charge": -1,
  "relative_energy_kcal_mol": 142.7,
  "orbital_gap_ev": 9.33,
  "symbols": ["O", "H", "O", "H", "H", "O", "H", "H", "O", "H", "H", "O", "H", "H", "O", "H", "H", "O", "H", "H", "O", "H", "H", "O", "H", "H", "O", "H", "H", "O", "H", "H", "O", "H", "H", "O", "H", "H", "O", "H", "H", "O", "H", "H", "O", "H", "H", "O", "H", "H", "O", "H", "H", "O", "H", "H", "O", "H", "H"],
  "coordinates": [[2.98329, 1.89974, -1.06231], [-1.16012, 2.30566, 0.55905], [-4.95940, -1.71607, -2.87446], [-4.48032, -2.51322, -2.99912], [-4.60926, -0.95162, -2.40431], [2.46269, -0.41455, -3.82010], [0.72533, -1.04770, -0.95903], [2.14294, 0.30372, -3.20720], [0.82271, -0.92840, 4.17705], [0.66468, -0.14642, 3.65960], [-0.24771, 0.95074, 0.95506], [0.20681, 1.20057, 0.16478], [3.93923, -1.94646, -2.41643], [2.04374, -0.37275, -4.69383], [-0.97263, -2.22462, -3.75858], [2.39370, 2.66280, -1.00976], [2.68385, 1.44724, -1.85089], [2.35788, 1.57878, 2.71301], [2.93084, -1.68589, 3.23799], [2.92847, 0.78818, 2.91685], [-2.78953, 1.50210, 2.94763], [2.11095, 1.28605, 1.77184], [0.08300, -1.58930, 1.25499], [-4.01494, -1.85667, 1.42148], [-3.27246, -1.27761, 1.28678], [-3.77136, -2.73389, 1.69603], [-2.04189, 2.64715, 0.33233], [-2.25398, 3.42062, 0.89443], [-1.08507, -0.36390, 1.52718], [3.21421, -2.56335, -2.61140], [0.67106, -1.51558, 3.41756], [3.25796, -2.88805, -3.53381], [3.26465, 3.78199, 3.73555], [0.88946, 0.09379, 0.32154], [-1.76640, -2.71011, -4.08064], [-1.01089, -4.94836, 2.07923], [-1.15737, -5.31243, 1.20758], [-3.67023, 1.64829, 2.52554], [0.76194, -1.57148, -1.76282], [-2.34716, 0.91343, 2.27587], [1.72649, -1.79168, -1.79856], [-1.46225, 0.49994, -3.00007], [-1.75187, -0.39928, -3.34730], [-0.83906, 0.48921, -2.20434], [-3.62545, 2.98415, -2.10930], [-3.69635, 2.22625, -1.53824], [2.81991, 3.28052, 4.46378], [1.40427, -1.10579, 0.89984], [-2.75562, 2.81283, -2.46550], [1.82142, -1.64248, 0.24605], [-0.96734, -1.30260, 1.49427], [-0.35092, -2.34465, -4.48085], [2.51201, 4.28182, 3.44853], [0.58374, 4.76743, -0.14120], [0.57811, 4.34545, 0.73608], [0.51537, 4.05387, -0.78783], [3.32831, -1.12613, 2.57682], [2.56910, -0.95248, 1.91846], [-0.33855, -4.22883, 2.05505]]
}


{
  "formula": "C7H14BF4N9PdS2",
  "method": "ωB97M-V with the def2-TZVPD basis set",
  "total_energy_ev": -57600.3021,
  "e_homo_ha": [-0.3009, -0.3060],
  "charge": 0,
  "relative_energy_kcal_mol": 18.0,
  "multiplicity": 3,
  "orbital_gap_ev": [8.58, 6.26],
  "symbols": ["Pd", "N", "H", "H", "H", "F", "B", "F", "F", "F", "S", "C", "N", "C", "C", "C", "N", "N", "C", "N", "S", "H", "H", "H", "H", "H", "H", "H", "N", "C", "N", "N", "C", "N", "H", "H", "H", "H"],
  "coordinates": [[-0.19848, 0.06320, 0.13951], [-0.54529, -0.28812, 2.49703], [-0.90562, -1.21224, 2.71034], [-1.16403, 0.43108, 2.85803], [0.37707, -0.17818, 2.91017], [3.14651, 2.28229, 1.00934], [2.69005, 1.17937, 0.38233], [1.67478, 1.51667, -0.57360], [2.01121, 0.31904, 1.28836], [3.67868, 0.47613, -0.24924], [0.55536, 1.02662, -4.39370], [-0.04441, 0.48127, -3.02257], [-0.53644, 0.08155, -2.02926], [0.37827, -4.14928, 3.26795], [1.33347, -4.58033, 2.16105], [1.44860, -3.54255, 1.10635], [0.56690, -2.65086, 0.85500], [0.86872, -1.84681, -0.16578], [2.03048, -2.08646, -0.71730], [2.51042, -1.44726, -1.78897], [2.85028, -3.43948, 0.03173], [0.27634, -4.94994, 3.99445], [-0.59992, -3.92791, 2.85179], [0.75859, -3.26212, 3.76516], [0.96078, -5.50533, 1.70974], [2.32627, -4.78878, 2.56390], [2.04841, -0.57251, -2.01362], [3.50853, -1.44205, -1.92986], [-2.19916, 5.43953, -2.14308], [-1.70187, 4.23429, -1.80247], [-0.99551, 3.54580, -2.70513], [-1.97398, 3.79761, -0.60130], [-1.66076, 2.68151, -0.07539], [-1.52276, 1.73958, 0.59880], [-1.94189, 5.88574, -3.00442], [-2.66003, 5.97924, -1.43222], [-0.79476, 3.91402, -3.61911], [-0.62503, 2.63365, -2.47426]]
}


{
  "formula": "C6H14NO",
  "method": "ωB97M-V with the def2-TZVPD basis set",
  "total_energy_ev": -9983.7803,
  "e_homo_ha": [-0.2002, -0.3270],
  "charge": 0,
  "relative_energy_kcal_mol": 20.5,
  "multiplicity": 2,
  "orbital_gap_ev": [6.30, 9.73],
  "symbols": ["C", "C", "C", "N", "H", "H", "H", "H", "H", "H", "C", "C", "C", "O", "H", "H", "H", "H", "H", "H", "H", "H"],
  "coordinates": [[-1.58920, 0.33539, -1.61890], [-2.18602, -0.01080, -2.75511], [-0.70134, 2.20044, -0.31493], [-0.96896, 1.61590, -1.46735], [-1.69499, -0.25559, -0.74615], [-2.24956, 0.70839, -3.60150], [-2.66078, -0.94052, -2.94872], [-0.24298, 3.18866, -0.35487], [-1.00477, 1.72953, 0.60962], [-0.61620, 2.06055, -2.34101], [2.04113, -0.66431, 2.21989], [0.76175, -1.04443, 1.47384], [1.02084, -1.21950, -0.05699], [-0.30670, -0.08776, 1.65415], [1.89358, -0.55890, 3.30370], [2.46295, 0.26765, 1.76870], [2.78230, -1.43770, 1.97606], [0.41580, -2.08634, 1.79954], [1.85087, -1.92603, -0.17333], [1.25697, -0.22878, -0.47629], [0.14106, -1.64743, -0.58991], [-0.40577, 0.00160, 2.63956]]
}


{
  "formula": "C4H8Cl8",
  "method": "ωB97M-V with the def2-TZVPD basis set",
  "total_energy_ev": -104456.7423,
  "e_homo_ha": -0.4049,
  "charge": 0,
  "smiles": "ClCCl.ClCCl.ClCCl.ClCCl",
  "relative_energy_kcal_mol": 12.3,
  "orbital_gap_ev": 11.44,
  "symbols": ["Cl", "C", "Cl", "H", "H", "Cl", "C", "Cl", "H", "H", "Cl", "C", "Cl", "H", "H", "Cl", "C", "Cl", "H", "H"],
  "coordinates": [[-4.96344, 2.62001, 4.18349], [-3.72414, 2.43134, 2.89346], [-4.41869, 1.81410, 1.36374], [-3.28334, 3.39794, 2.64956], [-2.89770, 1.79290, 3.20570], [-0.61172, 1.01992, -4.25572], [0.19337, 2.07636, -3.16122], [1.56906, 1.21049, -2.35931], [0.56839, 2.96520, -3.66859], [-0.52589, 2.46417, -2.43985], [-0.75704, 0.62247, 1.95469], [0.27046, -0.22682, 0.75145], [0.36236, -1.93045, 1.13085], [-0.04633, -0.09351, -0.28294], [1.29046, 0.14828, 0.83516], [4.72699, -2.94251, -0.68944], [3.34224, -4.12878, -0.45400], [2.65438, -4.79241, -1.99099], [3.64887, -4.90706, 0.24483], [2.60167, -3.54163, 0.08905]]
}


{
  "formula": "C27H36Cl42NO",
  "method": "ωB97M-V with the def2-TZVPD basis set",
  "total_energy_ev": -558054.0686,
  "e_homo_ha": -0.0579,
  "charge": -1,
  "orbital_gap_ev": 3.09,
  "symbols": ["C", "C", "C", "O", "C", "C", "C", "C", "C", "C", "N", "C", "C", "C", "C", "H", "H", "H", "H", "H", "H", "H", "H", "H", "H", "H", "H", "H", "H", "H", "H", "H", "H", "H", "H", "H", "H", "C", "Cl", "Cl", "Cl", "H", "C", "Cl", "Cl", "Cl", "H", "C", "Cl", "Cl", "Cl", "H", "C", "Cl", "Cl", "Cl", "H", "C", "Cl", "Cl", "Cl", "H", "C", "Cl", "Cl", "Cl", "H", "C", "Cl", "Cl", "Cl", "H", "C", "Cl", "Cl", "Cl", "H", "C", "Cl", "Cl", "Cl", "H", "C", "Cl", "Cl", "Cl", "H", "C", "Cl", "Cl", "Cl", "H", "C", "Cl", "Cl", "Cl", "H", "C", "Cl", "Cl", "Cl", "H", "C", "Cl", "Cl", "Cl", "H"],
  "coordinates": [[1.50607, 0.69433, 4.35705], [1.12631, 2.05007, 3.56706], [-0.15050, 1.75004, 2.60593], [-0.17467, 2.81569, 1.61555], [-1.55684, 3.32105, 1.48329], [-1.71108, 4.43403, 0.34174], [-0.93178, 3.92335, -0.96215], [0.60182, 4.46419, -1.04873], [1.43479, 3.33686, -1.82544], [2.89951, 3.79083, -2.28411], [3.57333, 2.55964, -2.86382], [3.24139, 2.26633, -4.24277], [4.05205, 0.95826, -4.48577], [4.82541, 0.55731, -3.19796], [4.46364, 1.65585, -2.15670], [1.43194, 0.92765, 5.48000], [0.76094, -0.12026, 4.03226], [2.59733, 0.39432, 4.16252], [0.82739, 2.87116, 4.31185], [1.95303, 2.40131, 2.84404], [-0.03063, 0.70894, 2.13868], [-1.10437, 1.86063, 3.22762], [-1.80987, 3.79451, 2.49619], [-2.21897, 2.37846, 1.32037], [-2.82589, 4.39586, 0.05070], [-1.41671, 4.21532, -1.95597], [-0.85161, 2.76582, -0.87366], [1.03601, 4.63408, 0.00595], [0.65588, 5.50094, -1.56203], [1.53435, 2.40464, -1.17622], [0.86382, 3.04617, -2.77601], [3.58336, 4.13606, -1.43705], [2.89621, 4.61153, -3.09076], [2.56734, 2.84130, -4.95487], [4.01574, 0.41942, -5.48912], [5.50738, -0.33838, -2.99680], [4.76371, 1.79191, -1.06509], [-6.87689, 0.53268, 3.71207], [-5.96757, -0.50862, 2.60984], [-6.78919, -0.08713, 5.36978], [-6.27187, 2.19088, 3.63613], [-7.92013, 0.53277, 3.40164], [5.18081, 3.41616, 2.26715], [4.33532, 3.06084, 0.75215], [4.03914, 3.92226, 3.51824], [6.11015, 2.00858, 2.80536], [5.87414, 4.23511, 2.08692], [-6.66041, 5.45283, 5.95944], [-5.80591, 5.34330, 4.41599], [-6.82503, 7.14273, 6.46237], [-8.24916, 4.68045, 5.84812], [-6.07626, 4.92705, 6.71211], [-4.39820, -2.20460, 7.39320], [-5.74366, -1.28186, 8.07961], [-3.24019, -1.12408, 6.60937], [-3.60156, -3.16860, 8.64691], [-4.79694, -2.88290, 6.64131], [5.98575, -3.46403, -4.79951], [5.67813, -1.81057, -4.24952], [7.72632, -3.78903, -4.85461], [5.16656, -4.63002, -3.74813], [5.58561, -3.57092, -5.80592], [-9.59314, 4.69613, 2.38543], [-9.15393, 4.85129, 0.67885], [-11.18121, 5.41815, 2.68748], [-9.57780, 2.99841, 2.87971], [-8.85464, 5.23175, 2.97953], [-1.34230, -5.28986, 2.23080], [-2.66618, -4.32885, 2.90342], [-0.17515, -4.24820, 1.40658], [-0.54615, -6.22964, 3.50287], [-1.75789, -5.98283, 1.50132], [2.14659, 8.44398, -2.03296], [1.32710, 8.06452, -3.55532], [0.97936, 8.97154, -0.81339], [3.06094, 7.04486, -1.45438], [2.84480, 9.25848, -2.21396], [3.67875, -5.95257, 1.92609], [2.80299, -5.59955, 0.43012], [3.38263, -4.69179, 3.13091], [3.21455, -7.53946, 2.55928], [4.74378, -5.97097, 1.70375], [7.05832, -7.76143, -1.72957], [5.83749, -7.35954, -0.51294], [7.45055, -6.34182, -2.70848], [8.51412, -8.41030, -0.95883], [6.64853, -8.52690, -2.38539], [1.73382, -4.28574, -3.31634], [0.83572, -4.36840, -1.79146], [1.17304, -5.56307, -4.40817], [1.60475, -2.70704, -4.10795], [2.78626, -4.45946, -3.09887], [-4.28536, -4.36431, -0.92166], [-4.98529, -3.04652, 0.02703], [-2.52386, -4.21030, -1.04150], [-4.72037, -5.92620, -0.20908], [-4.69781, -4.31989, -1.92934], [3.39324, -1.85266, -7.99916], [2.95907, -0.25453, -7.37444], [5.15591, -1.99351, -8.09463], [2.73430, -3.18943, -7.04067], [2.98899, -1.93799, -9.00576], [-5.52146, -6.27740, -4.36711], [-6.21789, -4.95079, -3.42535], [-3.76338, -6.10904, -4.46939], [-5.95703, -7.83878, -3.65821], [-5.92955, -6.23288, -5.37473]]
}


{
  "formula": "C18H13BrIN4Pm",
  "method": "ωB97M-V with the def2-TZVPD basis set",
  "total_energy_ev": -119520.4218,
  "e_homo_ha": [-0.5236, -0.5236],
  "charge": 2,
  "relative_energy_kcal_mol": 0.0,
  "multiplicity": 5,
  "orbital_gap_ev": [6.35, 6.46],
  "symbols": ["Pm", "Br", "C", "C", "C", "C", "C", "C", "N", "C", "C", "C", "C", "C", "C", "N", "H", "H", "H", "H", "H", "H", "H", "H", "H", "N", "C", "I", "C", "C", "C", "C", "N", "C", "H", "H", "H", "H"],
  "coordinates": [[-0.23227, -0.06441, -0.89309], [-7.33025, 1.52832, 1.23720], [-5.50418, 1.11533, 1.29431], [-4.93115, 0.65675, 2.47792], [-3.58921, 0.34727, 2.52850], [-2.78673, 0.48983, 1.39339], [-3.37897, 0.96286, 0.21660], [-4.71979, 1.27022, 0.15519], [-1.41391, 0.17968, 1.33158], [-0.75274, -0.31347, 2.31630], [0.66154, -0.65858, 2.20890], [1.33656, -1.15855, 3.31101], [2.68048, -1.49001, 3.19850], [3.31514, -1.28943, 1.98344], [2.58075, -0.77649, 0.92855], [1.27987, -0.47412, 1.01614], [-5.54518, 0.54399, 3.36092], [-3.17524, -0.00116, 3.46476], [-2.77502, 1.11536, -0.68178], [-5.17038, 1.63738, -0.75632], [-1.20535, -0.51056, 3.28371], [0.81264, -1.29004, 4.24840], [3.21965, -1.89519, 4.04389], [4.36176, -1.52055, 1.84767], [3.05493, -0.59124, -0.02855], [-1.03516, -3.37177, -1.78829], [-0.92788, -2.23486, -1.59825], [4.44121, 3.56360, -3.81011], [3.36816, 1.77996, -3.63549], [3.60691, 0.70557, -4.48699], [2.86946, -0.45680, -4.31595], [1.92144, -0.51008, -3.31600], [1.67312, 0.53138, -2.49326], [2.39530, 1.65239, -2.65900], [4.35161, 0.77654, -5.26837], [3.02278, -1.31544, -4.95441], [1.33480, -1.41392, -3.16886], [2.18529, 2.48022, -1.99217]]
}